{
  "formula": "C29H73AsF6MgN2O19",
  "method": "ωB97M-V with the def2-TZVPD basis set",
  "e_tot_ha": -5722.61874,
  "total_charge": 0,
  "fmax_ev_per_a": 1.57,
  "lumo_ha": -0.0081,
  "symbols": ["Mg", "N", "O", "O", "O", "As", "F", "F", "F", "F", "F", "F", "C", "N", "O", "O", "H", "H", "H", "C", "O", "C", "C", "O", "C", "H", "H", "H", "H", "H", "H", "H", "H", "H", "H", "C", "O", "C", "C", "O", "C", "H", "H", "H", "H", "H", "H", "H", "H", "H", "H", "C", "O", "C", "C", "O", "C", "H", "H", "H", "H", "H", "H", "H", "H", "H", "H", "C", "O", "C", "C", "O", "C", "H", "H", "H", "H", "H", "H", "H", "H", "H", "H", "C", "O", "C", "C", "O", "C", "H", "H", "H", "H", "H", "H", "H", "H", "H", "H", "C", "O", "C", "C", "O", "C", "H", "H", "H", "H", "H", "H", "H", "H", "H", "H", "C", "O", "C", "C", "O", "C", "H", "H", "H", "H", "H", "H", "H", "H", "H", "H"],
  "positions_angstrom": [[-11.51973, -11.97697, -19.69776], [-14.39510, -11.10799, -20.46196], [-15.08103, -11.19842, -21.44104], [-14.61132, -10.36069, -19.50259], [-13.29295, -11.79661, -20.45547], [-10.19790, -11.21991, -22.96286], [-11.71171, -10.43163, -22.92474], [-9.79212, -10.46535, -24.44326], [-8.67246, -12.02023, -22.86460], [-10.59006, -11.98318, -21.39324], [-10.84540, -12.56251, -23.77186], [-9.50021, -9.87607, -22.10442], [-10.97794, -7.74172, -25.75042], [-11.39121, -8.92309, -26.57291], [-10.65748, -9.28020, -27.46954], [-12.51798, -9.34451, -26.38494], [-9.93062, -7.55286, -25.92537], [-11.14752, -8.00180, -24.70900], [-11.65046, -6.96227, -26.08794], [-7.05490, -13.77144, -27.74824], [-7.21532, -14.29412, -26.44972], [-7.32198, -13.29845, -25.46982], [-6.10402, -12.42535, -25.25720], [-4.92909, -13.18750, -24.99500], [-4.81924, -13.59402, -23.65022], [-6.12372, -13.21379, -27.87275], [-7.93944, -13.19849, -28.04541], [-6.98232, -14.62366, -28.42942], [-7.54528, -13.77312, -24.51085], [-8.19743, -12.65249, -25.64927], [-6.32531, -11.77059, -24.40428], [-5.84171, -11.82733, -26.12916], [-3.94553, -14.23926, -23.57975], [-5.68041, -14.18367, -23.31200], [-4.69951, -12.71576, -23.00433], [-8.98371, -6.76558, -22.58950], [-8.74579, -6.26700, -23.87377], [-9.20977, -4.94107, -24.03269], [-8.87795, -4.47460, -25.42428], [-9.76321, -5.08722, -26.31907], [-9.43037, -4.91493, -27.67503], [-8.48645, -7.72947, -22.48864], [-10.05229, -6.92852, -22.38971], [-8.58242, -6.09907, -21.81060], [-8.74311, -4.28936, -23.28177], [-10.29815, -4.89751, -23.88570], [-7.82219, -4.69254, -25.63474], [-8.98090, -3.37686, -25.46136], [-9.22166, -3.86352, -27.90832], [-10.30373, -5.21126, -28.25440], [-8.57387, -5.53346, -27.95980], [-4.41197, -6.49251, -17.98940], [-5.11844, -7.18116, -18.98780], [-4.42625, -7.18270, -20.20807], [-5.23751, -7.89148, -21.25878], [-5.65262, -9.14498, -20.79424], [-6.13973, -9.98239, -21.82130], [-3.38131, -6.86233, -17.87824], [-4.90596, -6.64917, -17.03285], [-4.34482, -5.41723, -18.20184], [-3.45128, -7.67436, -20.08510], [-4.27308, -6.15054, -20.55778], [-4.62039, -7.95518, -22.16671], [-6.10696, -7.26573, -21.51430], [-7.12628, -9.70159, -22.20142], [-6.18104, -10.98026, -21.38626], [-5.45508, -9.98010, -22.67969], [-11.81926, -8.90198, -19.95830], [-11.08156, -10.06440, -19.55724], [-9.94168, -9.78498, -18.76476], [-8.95640, -10.90761, -18.91464], [-9.63698, -12.16952, -18.79175], [-8.72275, -13.24000, -19.02815], [-12.44084, -9.19186, -20.80203], [-11.15219, -8.08264, -20.20673], [-12.52152, -8.63053, -19.16506], [-10.21572, -9.57813, -17.72304], [-9.44387, -8.87156, -19.10555], [-8.17735, -10.82153, -18.15367], [-8.49185, -10.85785, -19.90377], [-7.96511, -13.25451, -18.24172], [-8.24912, -13.09794, -20.00230], [-9.25502, -14.18374, -19.04437], [-19.35777, -11.32019, -24.56606], [-17.97982, -11.23333, -24.32732], [-17.21808, -11.06752, -25.50580], [-16.03267, -12.00608, -25.46491], [-15.37280, -11.95411, -24.22661], [-14.15619, -12.65856, -24.30671], [-19.75242, -10.41339, -25.04021], [-19.85491, -11.50046, -23.61432], [-19.58522, -12.18210, -25.21371], [-16.88617, -10.03109, -25.60148], [-17.81806, -11.30271, -26.39614], [-15.33073, -11.66664, -26.26049], [-16.21380, -13.04028, -25.80084], [-13.81355, -12.79040, -23.28127], [-13.43788, -12.13956, -24.94838], [-14.32631, -13.67234, -24.70827], [-14.86792, -8.93662, -24.01691], [-16.00615, -9.31113, -23.30732], [-16.23207, -8.42803, -22.23526], [-17.38767, -8.92662, -21.34759], [-17.78674, -10.23484, -21.67006], [-18.74283, -10.66151, -20.74093], [-14.02412, -8.67980, -23.35598], [-15.05998, -8.03590, -24.63045], [-14.54335, -9.72888, -24.68265], [-16.45712, -7.43562, -22.66002], [-15.29515, -8.32457, -21.66950], [-18.22789, -8.22363, -21.45511], [-17.04174, -8.87721, -20.30517], [-19.59454, -9.98091, -20.62907], [-18.27146, -10.82206, -19.75697], [-19.08458, -11.65036, -21.05347], [-11.88425, -14.67428, -18.34712], [-11.81801, -13.92746, -19.54930], [-12.24804, -14.67939, -20.70078], [-11.15479, -15.53665, -21.28076], [-10.03225, -14.75505, -21.52104], [-9.04874, -15.41256, -22.27320], [-12.90424, -14.78728, -17.97688], [-11.24251, -14.19687, -17.60540], [-11.47486, -15.68150, -18.47944], [-12.55407, -13.95570, -21.45541], [-13.12114, -15.28463, -20.45427], [-11.58696, -15.98026, -22.19448], [-10.91237, -16.41327, -20.65180], [-9.33714, -15.49104, -23.33387], [-8.86975, -16.43163, -21.91072], [-8.14050, -14.81364, -22.27672]],
  "forces_ev_per_a": [[-0.557, 0.091, -0.761], [0.553, 0.532, -0.250], [-0.461, -0.097, 0.081], [-0.063, -0.114, 0.194], [0.414, -0.482, 0.452], [0.395, 0.613, -0.703], [-0.406, 0.104, 0.193], [0.212, 0.143, -0.355], [0.346, -0.125, 0.156], [0.082, -0.281, 0.081], [-0.368, -0.600, -0.074], [-0.021, -0.021, 0.448], [-0.017, -0.851, 0.094], [-0.517, 0.499, -0.311], [0.174, -0.207, 0.152], [0.287, -0.212, 0.134], [-0.021, 0.189, -0.129], [-0.144, 0.039, -0.019], [0.193, 0.284, 0.136], [-0.095, -0.627, -0.368], [0.278, -0.081, 0.038], [-0.604, 0.397, 0.531], [0.486, -0.252, -0.039], [-0.087, -0.023, 0.127], [-0.022, -0.061, -0.202], [-0.130, 0.261, 0.114], [0.171, 0.296, 0.029], [-0.066, 0.004, 0.142], [0.024, -0.336, -0.199], [0.150, 0.058, -0.159], [-0.004, 0.159, -0.143], [-0.230, 0.124, 0.012], [0.085, 0.109, 0.045], [-0.055, 0.107, -0.026], [0.006, -0.101, 0.130], [0.028, -0.270, 0.526], [0.073, 0.170, -0.162], [-0.045, -0.199, 0.076], [0.160, 0.516, 0.308], [-0.036, -0.031, -0.030], [-0.136, 0.151, -0.121], [-0.036, 0.048, -0.164], [-0.005, 0.109, -0.099], [-0.054, 0.056, -0.093], [0.049, 0.032, -0.068], [0.017, 0.009, 0.001], [-0.092, -0.218, -0.141], [-0.068, -0.093, -0.067], [0.079, -0.031, 0.044], [0.078, -0.106, -0.030], [0.037, 0.041, -0.001], [0.393, 0.088, 0.187], [-0.144, 0.033, 0.213], [0.059, -0.033, -0.049], [-0.370, 0.516, -0.086], [0.171, -0.093, -0.080], [0.198, -0.093, -0.128], [-0.096, -0.072, -0.139], [-0.186, 0.053, -0.081], [-0.107, -0.030, 0.007], [-0.002, 0.056, 0.016], [0.197, -0.050, 0.020], [-0.030, -0.202, 0.023], [-0.027, -0.114, 0.001], [-0.034, 0.094, 0.211], [-0.117, -0.077, -0.197], [0.049, -0.140, 0.080], [-1.076, -0.200, 0.189], [0.417, 0.578, 0.339], [0.332, 0.653, 0.344], [0.185, -0.020, -0.137], [-0.197, 0.330, 0.289], [0.310, -0.169, -0.156], [0.276, 0.026, -0.184], [0.164, -0.074, -0.094], [0.258, 0.138, 0.066], [-0.201, -0.329, -0.013], [-0.047, -0.072, -0.207], [-0.008, -0.068, 0.014], [-0.050, -0.062, -0.006], [-0.025, 0.060, 0.001], [-0.018, -0.043, 0.014], [-0.171, 0.070, 0.011], [0.090, -0.308, -0.146], [-0.237, -0.119, -0.303], [-0.223, -0.474, 0.307], [1.124, 0.455, -0.993], [-0.214, -0.378, -0.396], [-0.437, -0.423, 0.284], [-0.080, 0.028, 0.080], [0.022, 0.204, 0.064], [-0.060, 0.122, -0.052], [0.033, 0.030, 0.171], [0.074, -0.030, 0.005], [-0.123, 0.176, 0.152], [-0.595, -0.048, 0.558], [0.310, 0.337, -0.068], [0.171, 0.003, 0.161], [0.054, 0.106, -0.120], [0.348, 0.666, -0.388], [-0.034, 0.081, 0.220], [0.058, -0.304, -0.579], [0.427, 0.369, -0.118], [-0.334, 0.628, 0.180], [0.401, -0.833, 0.291], [-0.051, -0.189, 0.058], [0.011, -0.070, 0.064], [-0.145, -0.158, 0.094], [-0.102, 0.056, 0.270], [-0.123, -0.085, 0.202], [-0.119, -0.179, 0.054], [-0.112, -0.059, 0.014], [0.004, 0.070, -0.105], [-0.126, 0.270, 0.029], [-0.151, 0.141, -0.166], [0.435, -0.576, 0.443], [-0.087, -0.702, 0.194], [-0.111, 0.218, -0.570], [-0.394, -0.751, 0.026], [0.113, 0.237, 0.224], [0.065, -0.216, -0.953], [-0.063, 0.271, -0.085], [-0.224, 0.188, 0.023], [-0.019, 0.097, -0.206], [0.008, 0.155, 0.166], [-0.015, 0.023, 0.164], [0.170, 0.206, -0.076], [0.089, 0.223, 0.123], [-0.168, -0.023, 0.196], [0.168, 0.109, 0.165], [0.032, -0.018, 0.343]],
  "lowdin_charge": [0.72, -0.52, 0.12, 0.01, -0.13, 0.74, -0.20, -0.21, -0.22, -0.23, -0.19, -0.23, 0.04, -0.44, 0.06, 0.05, 0.08, 0.09, 0.10, -0.11, -0.17, -0.23, -0.19, -0.18, -0.11, 0.08, 0.09, 0.09, 0.10, 0.13, 0.11, 0.12, 0.09, 0.08, 0.08, -0.13, -0.18, -0.21, -0.22, -0.21, -0.10, 0.06, 0.09, 0.09, 0.13, 0.14, 0.13, 0.13, 0.09, 0.09, 0.09, -0.12, -0.18, -0.23, -0.22, -0.17, -0.11, 0.09, 0.09, 0.09, 0.13, 0.13, 0.13, 0.12, 0.06, 0.08, 0.09, -0.02, -0.25, -0.15, -0.14, -0.23, -0.04, 0.09, 0.10, 0.10, 0.15, 0.14, 0.15, 0.12, 0.11, 0.10, 0.09, -0.12, -0.18, -0.20, -0.22, -0.19, -0.11, 0.09, 0.08, 0.09, 0.12, 0.12, 0.13, 0.12, 0.07, 0.09, 0.09, -0.12, -0.19, -0.19, -0.20, -0.18, -0.12, 0.08, 0.10, 0.07, 0.12, 0.10, 0.12, 0.11, 0.09, 0.09, 0.09, -0.05, -0.26, -0.13, -0.22, -0.20, -0.09, 0.11, 0.10, 0.10, 0.12, 0.15, 0.15, 0.13, 0.10, 0.09, 0.07]
}

---

{
  "formula": "C5H10O",
  "method": "ωB97M-V with the def2-TZVPD basis set",
  "e_tot_ha": -271.58426,
  "total_charge": 0,
  "fmax_ev_per_a": 0.46,
  "lumo_ha": 0.0294,
  "symbols": ["C", "O", "C", "C", "C", "C", "H", "H", "H", "H", "H", "H", "H", "H", "H", "H"],
  "positions_angstrom": [[-2.13837, -1.43548, 0.32047], [-1.69821, -0.42406, 1.24963], [-1.20400, 0.70873, 0.84350], [1.73863, 1.94736, -0.25416], [1.34642, 0.81127, -0.82072], [1.28489, -0.48082, -0.04597], [-2.69610, -2.16999, 0.90144], [-1.26712, -1.90556, -0.14377], [-2.77290, -0.97837, -0.44243], [-1.21679, 0.69262, -0.28674], [2.04916, 1.95979, 0.78926], [1.75326, 2.89428, -0.78461], [1.00975, 0.80715, -1.85784], [0.82940, -1.29480, -0.61952], [0.70752, -0.31948, 0.87224], [2.27445, -0.81265, 0.27921]],
  "forces_ev_per_a": [[-0.090, -0.171, -0.192], [0.030, 0.415, 0.068], [-0.334, -0.318, -0.024], [-0.025, -0.109, -0.088], [0.101, 0.195, 0.078], [0.037, -0.074, 0.005], [0.035, 0.073, -0.116], [-0.131, 0.097, 0.124], [0.076, -0.066, 0.097], [-0.075, 0.036, 0.192], [-0.061, 0.051, -0.142], [0.006, -0.154, 0.007], [0.127, -0.005, 0.152], [0.126, 0.160, 0.076], [0.201, -0.150, -0.101], [-0.023, 0.019, -0.136]],
  "nbo_charge": [-0.28, -0.49, 0.13, -0.38, -0.20, -0.67, 0.20, 0.19, 0.19, 0.05, 0.19, 0.20, 0.20, 0.20, 0.23, 0.23]
}

---

{
  "formula": "C3H3N3O2",
  "method": "ωB97M-V with the def2-TZVPD basis set",
  "smiles": "O/N=c1/nncco1",
  "e_tot_ha": -430.68783,
  "total_charge": 0,
  "fmax_ev_per_a": 6.77,
  "lumo_ha": -0.0384,
  "symbols": ["C", "C", "C", "H", "H", "H", "N", "N", "N", "O", "O"],
  "positions_angstrom": [[-0.59497, 0.75665, 0.46561], [1.61035, -0.26226, -0.55139], [0.59315, -1.01910, -0.56122], [-2.30361, -0.50393, 0.45489], [2.70122, -0.62992, -0.78575], [0.57037, -1.94802, -1.09987], [-1.61086, 1.30489, 0.96630], [0.58207, 1.50203, 0.31560], [1.66694, 1.02011, -0.11886], [-2.62119, 0.40071, 0.80346], [-0.59346, -0.62115, 0.11123]],
  "forces_ev_per_a": [[3.065, -0.685, -0.523], [6.719, -0.311, -0.755], [-3.981, -1.576, 0.724], [-0.395, 2.047, 0.718], [-2.594, 0.406, -0.261], [-0.467, -0.416, 0.419], [-0.355, -1.216, -1.138], [0.569, 0.745, 0.463], [-1.924, 1.901, 1.197], [-1.932, -1.478, 0.503], [1.295, 0.582, -1.346]],
  "nbo_charge": [0.48, -0.17, 0.16, 0.48, 0.23, 0.22, -0.07, -0.14, -0.13, -0.55, -0.52]
}

---

{
  "formula": "C3H5NO",
  "method": "ωB97M-V with the def2-TZVPD basis set",
  "spin_multiplicity": 3,
  "e_tot_ha": -247.12007,
  "total_charge": 0,
  "fmax_ev_per_a": 6.43,
  "lumo_ha": [0.0364, -0.1027],
  "symbols": ["C", "C", "C", "N", "O", "H", "H", "H", "H", "H"],
  "positions_angstrom": [[0.16965, -0.07279, -0.50081], [-1.80391, 0.02775, 0.44266], [1.58271, 0.12519, -0.02434], [-0.70116, 0.56148, 0.34639], [-0.42596, -0.53509, -1.48187], [-2.54701, 0.59930, 0.93520], [-1.99170, -1.04218, 0.15996], [1.46325, 0.07901, 1.04676], [2.12894, 0.98953, -0.40247], [2.12518, -0.73219, -0.52148]],
  "forces_ev_per_a": [[1.819, 3.249, 2.837], [-5.700, -2.919, 0.582], [0.542, -2.213, -2.593], [4.215, 1.185, -0.923], [-0.072, -1.634, -2.261], [-0.918, 0.094, 0.723], [-0.185, 1.280, 0.069], [0.733, -0.021, 0.170], [-0.439, 0.431, 0.144], [0.006, 0.549, 1.251]],
  "nbo_charge": [0.39, -0.18, -0.65, -0.36, -0.25, 0.18, 0.17, 0.25, 0.23, 0.22]
}

---

Question: What is the formula in the first record?
Answer: C29H73AsF6MgN2O19